(1)
ORCA calculation (ωB97M-V/def2-TZVPD) on a cluster of 3 separate species, C16H38IO5P in total.

M   468.35 g/mol
Total charge   0
Calculated total energy   -44833.366 eV
SMILES   CCOCCCO[C@@H](I)COCP(CC)CC.CCO.CCO
HOMO energy   -0.3212 hartree
Spin multiplicity   1

Atoms and positions in Å:
1 C -1.962 1.641 -1.309
2 C -3.053 1.388 -0.283
3 O -3.132 2.372 0.744
4 C -2.007 2.434 1.603
5 C -1.102 3.635 1.345
6 C -0.063 3.765 2.466
7 O 1.303 3.902 2.054
8 C 1.794 2.891 1.251
9 I 2.545 3.637 -0.647
10 C 2.908 2.151 1.988
11 O 3.555 1.187 1.190
12 C 3.082 -0.157 1.298
13 P 1.479 -0.410 0.366
14 C 2.176 -1.023 -1.230
15 C 1.112 -1.222 -2.305
16 C 0.879 -1.986 1.139
17 C -0.640 -2.135 1.085
18 H -2.096 0.960 -2.155
19 H -2.028 2.666 -1.684
20 H -0.958 1.476 -0.907
21 H -2.917 0.400 0.184
22 H -4.037 1.397 -0.755
23 H -2.392 2.484 2.627
24 H -1.416 1.506 1.526
25 H -0.585 3.532 0.389
26 H -1.707 4.539 1.266
27 H -0.119 2.875 3.113
28 H -0.232 4.639 3.091
29 H 1.026 2.191 0.928
30 H 2.415 1.668 2.848
31 H 3.641 2.863 2.373
32 H 3.900 -0.760 0.899
33 H 2.945 -0.438 2.353
34 H 2.905 -0.272 -1.555
35 H 2.733 -1.946 -1.048
36 H 0.428 -2.039 -2.056
37 H 0.514 -0.315 -2.429
38 H 1.568 -1.458 -3.268
39 H 1.214 -1.989 2.182
40 H 1.370 -2.835 0.656
41 H -0.946 -3.146 1.356
42 H -1.037 -1.944 0.083
43 H -1.129 -1.422 1.753
44 C -2.339 -7.435 2.173
45 C -2.467 -5.940 1.965
46 O -1.805 -5.489 0.789
47 H -1.290 -7.726 2.217
48 H -2.824 -7.736 3.103
49 H -2.817 -7.984 1.358
50 H -1.988 -5.397 2.781
51 H -3.521 -5.643 1.953
52 H -2.202 -5.924 0.027
53 C 0.380 3.094 -4.579
54 C 1.182 1.855 -4.236
55 O 2.583 2.080 -4.248
56 H 0.666 3.477 -5.559
57 H -0.689 2.872 -4.589
58 H 0.548 3.878 -3.835
59 H 1.012 1.068 -4.974
60 H 0.870 1.466 -3.262
61 H 2.769 2.780 -3.611

***

(2)
ORCA calculation (ωB97M-V/def2-TZVPD) on the ion C3H3Cl2N2 with charge +1 in a non-equilibrium geometry.

Energy above the lowest of the compared OMol25 structures with the same formula, charge and spin   860.3 kJ/mol
M   137.98 g/mol
Total charge   +1
Calculated total energy   -31168.671 eV
HOMO energy (spin up / spin down)   -0.5100 / -0.5099 hartree
Spin multiplicity   1

Atoms and positions in Å:
1 C -1.185 -0.838 0.176
2 C -3.337 0.488 -0.015
3 C 0.017 -0.108 -0.006
4 N -3.155 -2.115 0.357
5 N -1.957 -1.734 0.234
6 Cl -4.286 -0.887 -0.025
7 Cl -4.061 1.925 -0.056
8 H 0.439 -0.269 -0.932
9 H 0.498 -0.022 0.858
10 H -0.214 0.940 -0.182

***

(3)
ORCA calculation (ωB97M-V/def2-TZVPD) on the molecule C4H5BrN2O in a non-equilibrium geometry.

Energy above the lowest of the compared OMol25 structures with the same formula, charge and spin   373.6 kJ/mol
M   177.00 g/mol
Total charge   0
Calculated total energy   -79294.862 eV
HOMO energy (spin up / spin down)   -0.2954 / -0.2953 hartree
Spin multiplicity   1

Atoms and positions in Å:
1 C 1.118 0.113 0.239
2 C 0.822 -0.888 1.117
3 C 0.109 0.718 -0.538
4 C -0.506 -1.143 1.420
5 N -1.055 0.125 -0.532
6 N 0.334 1.822 -1.405
7 O -1.037 -2.345 1.195
8 Br -2.617 0.950 -1.170
9 H 2.205 0.514 0.099
10 H 1.589 -1.429 1.844
11 H 1.309 1.790 -1.608
12 H -0.340 1.952 -2.134
13 H -1.931 -2.178 1.473

***

(4)
ORCA calculation (ωB97M-V/def2-TZVPD) on the molecule C5H9N7 in a non-equilibrium geometry.

Energy above the lowest of the compared OMol25 structures with the same formula, charge and spin   478.3 kJ/mol
M   167.18 g/mol
Total charge   0
Calculated total energy   -15755.099 eV
HOMO energy   -0.2874 hartree
Spin multiplicity   1

Atoms and positions in Å:
1 C 0.618 0.998 0.686
2 C 0.311 0.436 1.832
3 C -0.437 -1.542 0.859
4 C 0.862 0.937 -0.590
5 C 2.193 1.073 -1.283
6 N 0.009 -0.928 1.882
7 N -0.283 0.814 -1.444
8 N -1.069 -0.967 -0.156
9 N -1.131 0.003 -0.976
10 N 0.299 0.920 3.169
11 N -0.672 -2.937 0.667
12 N -2.389 0.238 -1.461
13 H 3.011 0.968 -0.520
14 H 2.109 1.987 -1.783
15 H 2.084 0.290 -2.036
16 H -0.328 0.232 3.522
17 H -0.225 1.830 3.177
18 H -0.289 -3.400 1.446
19 H -0.197 -3.147 -0.144
20 H -3.075 -0.434 -1.118
21 H -2.434 0.238 -2.511